[1]
Molecular formula: C39H80F21N4O25PS7
Method: DFT, ωB97M-V/def2-TZVPD

Output
- LUMO energy (spin up / spin down): 3.592 / 3.553 eV
- HOMO level (spin up / spin down): 0.06055 / -0.07394 hartree
- E_tot: -241084.94291 eV
- Multiplicity: 2
- Total charge: -3

Atoms and positions in Å:
C 1.92941 6.95177 0.57544
C 2.34477 5.83584 -0.30182
O 2.97618 6.00644 -1.33477
N 2.15660 4.42149 0.22284
H 1.91218 4.53547 1.19617
H 1.45486 4.00180 -0.37004
C 3.38584 3.51638 0.05988
H 1.65449 7.68133 -0.18632
H 2.75557 7.22378 1.23238
H 1.03795 6.84810 1.19402
H 4.17579 4.16860 0.43228
H 3.65820 3.48409 -0.99505
H 3.35989 2.49963 0.45187
C -5.22960 2.82745 6.17575
C -4.30677 3.96967 5.78736
O -4.60332 5.12791 6.03640
N -3.26473 3.62101 4.77307
H -2.57912 2.96228 5.11384
H -3.70410 2.96336 4.14495
C -2.50212 4.82082 4.16579
H -4.89029 1.88027 6.59507
H -5.68423 2.59815 5.21199
H -5.96225 3.18285 6.90032
H -3.21902 5.37246 3.55764
H -1.65629 4.67365 3.49420
H -2.15884 5.53895 4.91047
C 7.64699 -0.64026 -0.08584
N 6.34160 -1.04556 -0.77860
C 6.43078 -0.88226 -2.34467
C 6.14170 -2.53299 -0.35922
C 5.17242 -0.19495 -0.22637
C 3.80236 -0.78968 -0.26456
O 3.34464 -1.12857 -1.52071
H 7.75805 -0.83228 0.98135
H 7.75161 0.43798 -0.20643
H 8.53262 -1.07736 -0.54703
H 7.24490 -1.49619 -2.72991
H 6.59108 0.16989 -2.58000
H 5.44400 -1.15876 -2.71605
H 5.99594 -2.67949 0.71101
H 6.99138 -3.04201 -0.81424
H 5.29031 -2.88132 -0.94395
H 5.14681 0.68566 -0.86822
H 5.40507 0.13428 0.78634
H 3.10636 0.01348 -0.02242
H 3.64020 -1.60780 0.43721
H 2.86193 -0.38156 -1.88204
C -1.69293 1.18555 0.70145
N -0.94524 0.66216 1.90486
C 0.39626 -0.03474 1.62481
C -0.62007 1.82937 2.81319
C -1.76164 -0.36557 2.73346
C -2.44292 -1.51146 1.98255
O -1.39328 -2.33490 1.64797
H -2.63975 1.62738 1.01198
H -1.89748 0.43741 -0.06442
H -1.04022 1.98099 0.34182
H 0.90465 0.73024 1.03790
H 0.28696 -0.78366 0.84042
H 1.01296 -0.27089 2.49200
H -0.10989 1.44548 3.69662
H -1.45814 2.51802 2.92043
H 0.14265 2.43601 2.32498
H -2.48877 0.12836 3.37799
H -1.02142 -0.60099 3.49815
H -2.99246 -1.36948 1.05199
H -3.13720 -2.03137 2.64267
H -1.35395 -3.08797 2.24206
C 4.05161 -1.53622 -6.47331
C 2.96048 -0.49796 -6.28270
C 1.82196 -0.83027 -5.24301
C 1.09728 -2.14008 -5.57490
P -0.28834 -2.59588 -4.46032
C -1.25123 -4.00149 -5.27177
C -0.45276 -5.41102 -5.13457
C -1.23903 -6.60620 -4.54149
C -2.44841 -7.09983 -5.33542
C -1.61419 -1.30303 -4.65477
C -2.06968 -0.75053 -6.02393
C -3.08998 0.36774 -5.96038
C -3.30567 0.99929 -7.37110
C 0.21299 -2.93787 -2.70034
C -0.89198 -3.77044 -1.95829
C -0.26856 -4.24705 -0.57482
C 0.79646 -5.34864 -0.47448
H 4.57188 -1.75569 -5.54097
H 4.73529 -1.26225 -7.27682
H 3.48063 -2.43299 -6.71391
H 2.48324 -0.26810 -7.23533
H 3.50761 0.33305 -5.83755
H 1.03734 -0.07449 -5.27842
H 2.14350 -0.74825 -4.20474
H 1.85277 -2.92263 -5.50449
H 0.75588 -2.05830 -6.60682
H -1.46292 -3.79428 -6.32075
H -2.22584 -4.01925 -4.78399
H 0.39034 -5.29453 -4.45361
H -0.20298 -5.76584 -6.13448
H -1.72453 -6.21799 -3.64612
H -0.56241 -7.40413 -4.23556
H -2.23464 -7.37805 -6.36741
H -3.17166 -6.29009 -5.23880
H -2.90042 -8.01506 -4.95315
H -1.11433 -0.49870 -4.11504
H -2.45617 -1.53920 -4.00409
H -2.51445 -1.54473 -6.62352
H -1.19643 -0.39747 -6.57247
H -2.57413 1.15805 -5.41501
H -4.03694 0.27261 -5.42905
H -3.78838 0.26176 -8.01230
H -2.38033 1.30494 -7.85939
H -4.05782 1.77933 -7.48906
H 0.56576 -1.99364 -2.28549
H 1.16584 -3.45129 -2.82906
H -1.17595 -4.73420 -2.38094
H -1.78296 -3.14899 -1.86850
H -1.12699 -4.73056 -0.10854
H 0.03025 -3.33861 -0.05181
H 0.41664 -6.34306 -0.70894
H 1.28058 -5.35573 0.50208
H 1.61071 -5.26499 -1.19427
C 2.84591 -4.04095 2.71169
F 3.40419 -5.11934 2.00695
F 3.58962 -2.84783 2.49429
F 1.52794 -3.87816 2.40379
S 2.90189 -4.43395 4.57968
O 2.50213 -3.19550 5.23752
O 1.92963 -5.48121 4.95934
O 4.32856 -4.72736 4.83509
C 0.97590 2.84915 -3.95208
F 1.42797 4.06462 -3.73624
F -0.35135 3.04192 -4.17740
F 1.63521 2.26712 -4.94542
S 1.12509 1.77976 -2.32315
O 0.23539 0.59530 -2.54077
O 2.52634 1.42695 -2.15736
O 0.75268 2.65810 -1.19323
C -1.83182 -0.03220 8.04662
F -2.29450 1.11719 8.56410
F -0.99779 -0.71233 8.84475
F -2.85428 -0.75110 7.73864
S -0.72326 0.54260 6.53584
O -0.46374 -0.64632 5.71697
O -1.56386 1.56165 5.91905
O 0.55526 0.94408 7.13772
C -6.89128 1.80336 1.47517
F -7.59285 2.54521 2.36159
F -7.79484 1.03878 0.91312
F -6.24127 2.49604 0.56791
S -5.52868 0.72196 2.29700
O -4.92288 0.00328 1.14816
O -4.66069 1.74878 2.95403
O -6.17253 -0.13808 3.29193
C -4.04426 -3.42855 5.02352
F -4.60494 -3.81161 6.16041
F -5.00711 -3.39563 4.02098
F -3.60548 -2.21364 5.09171
S -2.45518 -4.50804 4.66158
O -1.78502 -4.58148 5.97080
O -2.94891 -5.83782 4.26874
O -1.71189 -3.93952 3.56925
C -2.93749 4.66175 -0.68877
F -2.12307 4.04482 -1.66676
F -3.86724 5.54152 -1.16622
F -3.47350 3.78063 0.14699
S -1.82451 5.70352 0.38835
O -2.66053 6.30959 1.46691
O -0.70922 4.83075 0.89644
O -1.38899 6.79223 -0.47032
C 1.56068 6.68207 4.49723
F 2.53876 7.29642 3.97235
F 1.56697 7.03823 5.76445
F 0.49380 6.99947 3.86673
S 1.73235 4.61085 4.33785
O 1.80198 4.24475 2.92057
O 2.78918 4.11789 5.22931
O 0.49592 4.13018 4.94338

=====

[2]
Molecular formula: C39H83N7O5
Method: DFT, ωB97M-V/def2-TZVPD

Output
- LUMO energy: -0.052 eV
- HOMO level: -0.31307 hartree
- Structure (SMILES): CCCCCCCCCCc1cc(C)cc2nccnc12.COC[C@@H](C)N.COC[C@@H](C)N.COC[C@@H](C)N.COC[C@@H](C)N.COC[C@@H](C)N
- E_tot: -62454.65815 eV

Atoms and positions in Å:
C 2.53267 0.86290 3.47516
C 3.17827 2.10744 2.76079
C 2.09378 3.18323 2.40894
C 1.58974 2.90156 0.96484
C 0.13946 3.40394 0.73866
C -0.31146 2.95918 -0.70008
C -1.27033 1.73481 -0.67043
C -0.57732 0.39223 -0.31774
C -0.39674 0.11029 1.19787
C -1.60331 -0.65669 1.85606
C -2.64346 0.37969 2.27581
C -3.76361 0.53328 1.49863
C -4.70690 1.53945 1.88502
C -5.96243 1.79843 1.04208
C -4.50237 2.31662 2.98861
C -3.36246 2.14989 3.82662
N -3.25379 2.94732 4.93639
C -2.16024 2.66804 5.60833
C -1.17510 1.70086 5.23667
N -1.28112 0.94485 4.16867
C -2.42642 1.16659 3.45272
H 1.45399 0.99694 3.63884
H 2.71418 -0.04097 2.87235
H 3.00519 0.68161 4.45408
H 3.58333 1.72742 1.80910
H 3.97583 2.50603 3.40342
H 2.54282 4.18426 2.49083
H 1.25446 3.11488 3.12391
H 2.22087 3.50110 0.28195
H 1.70600 1.84474 0.67409
H 0.12616 4.50723 0.75019
H -0.56272 3.05990 1.51304
H 0.54428 2.78612 -1.36939
H -0.92366 3.80118 -1.07488
H -1.69273 1.61492 -1.68782
H -2.10791 2.00416 -0.01126
H 0.40132 0.33527 -0.84138
H -1.20363 -0.42637 -0.72182
H 0.53090 -0.47166 1.35081
H -0.26701 1.02089 1.79890
H -2.01510 -1.39328 1.15164
H -1.17151 -1.16353 2.73208
H -3.87074 -0.10677 0.62026
H -6.87260 1.69279 1.64302
H -5.93997 1.11462 0.17870
H -5.88443 2.80882 0.60594
H -5.24284 3.07948 3.24390
H -1.98967 3.22898 6.53648
H -0.28584 1.57245 5.86259
C 5.37248 2.33562 6.87349
O 5.05026 0.96731 6.69987
C 6.08325 0.18909 6.11635
C 7.14457 -0.30778 7.11247
C 8.14393 0.76832 7.52428
N 6.53507 -0.87529 8.31941
H 6.00638 2.71211 6.06559
H 5.85617 2.49940 7.83908
H 4.43902 2.89972 6.87286
H 5.58403 -0.68777 5.69384
H 6.54196 0.72177 5.27340
H 7.70970 -1.10064 6.61305
H 7.71650 1.48640 8.22421
H 9.00362 0.31441 8.01887
H 8.51267 1.31540 6.65365
H 5.93794 -1.65325 8.05124
H 5.88214 -0.18517 8.68340
C -11.42172 -2.34120 -0.85178
O -11.60804 -1.02097 -0.37468
C -10.94178 -0.72694 0.84026
C -9.46505 -0.32996 0.67670
C -8.54040 -1.51602 0.41940
N -9.28008 0.65400 -0.39449
H -11.35281 -3.06480 -0.03453
H -10.53285 -2.40214 -1.48407
H -12.28383 -2.59693 -1.46836
H -11.47432 0.12974 1.26302
H -11.05845 -1.55149 1.55519
H -9.14783 0.12953 1.61815
H -8.62712 -1.89745 -0.59849
H -7.49921 -1.21869 0.56132
H -8.74982 -2.33471 1.11221
H -9.82674 1.48300 -0.17577
H -9.72836 0.28476 -1.22990
C 3.39627 -0.52512 -2.21145
O 2.17676 0.11490 -2.54414
C 2.27701 1.08243 -3.57483
C 2.22378 0.50330 -4.99797
C 3.53024 -0.14807 -5.43819
N 1.13423 -0.46708 -5.14996
H 4.25028 0.15246 -2.29631
H 3.55200 -1.40783 -2.83559
H 3.32269 -0.86291 -1.17664
H 1.40775 1.73475 -3.44586
H 3.16418 1.71197 -3.42946
H 2.03203 1.33778 -5.67928
H 3.68949 -1.11941 -4.96890
H 3.52545 -0.31292 -6.51682
H 4.38610 0.48912 -5.20494
H 0.25197 -0.00542 -4.94331
H 1.22954 -1.15020 -4.40184
C 6.42261 -2.01046 -7.19172
O 7.11044 -0.94353 -6.56292
C 8.43280 -0.73213 -7.02512
C 8.53202 0.11760 -8.30324
C 8.17657 -0.64914 -9.57281
N 7.69427 1.31873 -8.22465
H 7.09057 -2.83951 -7.44182
H 5.90792 -1.65706 -8.08809
H 5.66422 -2.37473 -6.49806
H 8.93761 -0.18868 -6.22111
H 8.96139 -1.68755 -7.13659
H 9.57435 0.43676 -8.39861
H 7.10319 -0.81012 -9.67433
H 8.49961 -0.09122 -10.45259
H 8.67318 -1.62177 -9.59592
H 7.99300 1.87612 -7.42850
H 6.75595 1.01858 -7.96996
C -3.01937 -2.85388 -1.99778
O -4.34427 -2.60019 -1.56490
C -5.13923 -3.75706 -1.36202
C -4.94781 -4.42555 0.00984
C -3.66752 -5.24788 0.11383
N -4.97037 -3.44277 1.09551
H -2.96579 -3.72083 -2.66221
H -2.35284 -2.99350 -1.14285
H -2.67433 -1.97605 -2.54569
H -6.17530 -3.41137 -1.42546
H -4.99789 -4.47343 -2.18147
H -5.78651 -5.11348 0.15543
H -2.77906 -4.62316 0.21008
H -3.70266 -5.88959 0.99511
H -3.54188 -5.89104 -0.76022
H -5.86391 -2.95689 1.07683
H -4.29794 -2.71743 0.85500

=====

[3]
Molecular formula: C39H85BrFINO27P7
Method: DFT, ωB97M-V/def2-TZVPD

Output
- LUMO energy: -3.180 eV
- HOMO level: -0.29120 hartree
- Structure (SMILES): CC[C@@H](Br)[C@@]1(Cc2cccc(C)c2)OC(=O)[C@@](CCCO)([PH2]=N)[C@]1(F)CCCI.COP(=O)(OC)OC.COP(=O)(OC)OC.COP(=O)(OC)OC.COP(=O)(OC)OC.COP(=O)(OC)OC.COP(=O)(OC)OC
- E_tot: -244441.21946 eV

Atoms and positions in Å:
C -1.20997 5.82407 -0.19655
C 0.17322 5.34794 0.58948
C 0.28861 3.70524 0.76714
Br -1.59885 3.07640 1.15495
C 0.98878 2.94137 -0.51143
C 0.62654 1.37879 -0.81557
C -0.74147 1.09745 -1.65573
C -1.72524 2.18578 -2.37661
C -3.14263 1.80478 -3.17902
C -3.61871 0.24025 -3.28112
C -2.63901 -0.89785 -2.55809
C -3.20778 -2.46378 -2.65888
C -1.22457 -0.50099 -1.76058
O 0.96204 3.93043 -1.64059
C 2.26098 4.56728 -2.04086
O 2.46500 5.80513 -2.51042
C 3.32174 3.35034 -1.68687
C 3.08294 2.34584 -2.99264
C 3.64522 2.97084 -4.40804
C 2.79805 2.19396 -5.62183
O 1.37181 2.65075 -5.67498
P 5.20025 3.66322 -1.79456
N 5.91440 4.09201 -0.40812
C 2.63972 2.92417 -0.24031
F 3.07851 4.08863 0.61706
C 3.29518 1.66707 0.57492
C 2.86802 1.58127 2.17047
C 4.23209 1.00862 2.95140
I 3.83815 0.21993 4.95330
H -0.97787 6.85794 -0.71832
H -1.54982 5.09032 -1.04216
H -2.07270 5.99264 0.58172
H 1.14311 5.85167 0.16641
H 0.05185 5.77098 1.69976
H 0.87422 3.54509 1.79511
H 1.48931 0.76128 -1.34585
H 0.48798 0.85192 0.24685
H -1.47719 3.32644 -2.31838
H -3.81420 2.66187 -3.66726
H -4.63874 -0.01778 -3.81856
H -4.06218 -2.54676 -3.46236
H -2.33479 -3.23123 -2.79321
H -3.74162 -2.65159 -1.60791
H -0.59989 -1.38160 -1.28783
H 1.96081 2.06468 -3.16748
H 3.76232 1.39263 -2.76817
H 4.80448 2.88855 -4.55336
H 3.38191 4.12431 -4.55628
H 2.84386 1.05070 -5.36152
H 3.30460 2.39292 -6.68366
H 1.29680 3.50814 -6.18749
H 5.39082 4.66009 -2.85302
H 5.85403 2.41536 -2.21292
H 6.36614 5.03616 -0.50865
H 3.16660 0.61237 0.03774
H 4.47454 1.85376 0.57945
H 2.64339 2.61729 2.66541
H 1.97737 0.85369 2.39057
H 4.81842 0.25429 2.24929
H 4.95934 1.94811 3.06515
C -9.29029 4.19279 -5.84809
O -8.89869 3.42603 -4.72617
P -7.45028 3.97730 -3.95744
O -6.92352 2.54148 -3.91494
O -8.30524 4.26230 -2.57625
C -9.25691 5.30755 -2.59957
O -6.00177 4.52872 -3.18867
C -5.95768 5.89547 -2.83882
H -9.59323 3.51487 -6.64976
H -10.13929 4.82033 -5.57260
H -8.47198 4.82331 -6.20377
H -10.24798 4.89273 -2.80201
H -9.01001 6.05169 -3.36234
H -9.27049 5.79711 -1.62301
H -6.44898 6.04763 -1.87465
H -6.44182 6.50455 -3.60634
H -4.91348 6.20294 -2.74962
C 8.77542 -3.79234 4.08429
O 7.54586 -3.10361 4.20166
P 6.27935 -3.73279 3.20524
O 5.92859 -2.31442 2.75133
O 5.40318 -4.08106 4.55835
C 5.88904 -5.10123 5.40804
O 5.01278 -4.36212 2.20875
C 4.76501 -5.74811 2.30870
H 9.58501 -3.06069 4.02716
H 8.92078 -4.41598 4.96771
H 8.79629 -4.41863 3.18929
H 6.46000 -4.65267 6.22540
H 6.52488 -5.80347 4.86115
H 5.04112 -5.64830 5.82671
H 4.10629 -5.94692 3.15764
H 5.70196 -6.29875 2.42440
H 4.26759 -6.08392 1.39621
C -7.64392 -3.37864 -4.59309
O -6.27391 -3.52980 -4.90957
P -5.93232 -4.83935 -5.98714
O -4.78368 -5.28805 -5.08153
O -5.34093 -3.76382 -7.08868
C -6.25956 -2.87733 -7.69614
O -5.59080 -6.14899 -7.06485
C -6.33752 -6.18814 -8.26202
H -7.73951 -3.19546 -3.52009
H -8.04344 -2.52167 -5.13759
H -8.21336 -4.27364 -4.85468
H -6.24836 -1.92171 -7.16514
H -7.27317 -3.28845 -7.68622
H -5.95878 -2.71002 -8.73299
H -5.87457 -5.53907 -9.00937
H -7.36925 -5.87581 -8.08195
H -6.33905 -7.21166 -8.64313
C 3.82814 -6.58194 -5.34073
O 3.84828 -7.19207 -4.06508
P 4.04290 -6.08558 -2.74957
O 5.11113 -6.99521 -2.13939
O 2.57031 -6.54122 -2.16326
C 1.42768 -6.18613 -2.91631
O 4.23748 -4.97893 -1.43400
C 3.34665 -3.88468 -1.39687
H 4.44607 -7.17099 -6.02279
H 2.80253 -6.56659 -5.71273
H 4.21551 -5.56119 -5.29924
H 1.13177 -7.02839 -3.54742
H 1.62209 -5.31104 -3.54317
H 0.60955 -5.95227 -2.23110
H 2.41036 -4.18460 -0.91984
H 3.15099 -3.51385 -2.40616
H 3.79685 -3.08357 -0.80663
C 2.89414 3.02202 12.08963
O 4.26416 2.87086 11.77315
P 4.60574 1.56130 10.69557
O 5.75439 1.11260 11.60118
O 5.19713 2.63683 9.59404
C 4.27850 3.52333 8.98658
O 4.94726 0.25166 9.61787
C 4.20055 0.21251 8.42069
H 2.79855 3.20520 13.16263
H 2.49462 3.87899 11.54513
H 2.32471 2.12702 11.82804
H 4.28970 4.47894 9.51757
H 3.26489 3.11220 8.99650
H 4.57928 3.69063 7.94972
H 4.66349 0.86158 7.67334
H 3.16881 0.52485 8.60076
H 4.19901 -0.81101 8.03958
C -4.85059 -1.85951 5.92247
O -4.20698 -0.61323 6.10272
P -2.67081 -0.48501 5.31753
O -2.06557 0.10513 6.59278
O -3.25754 0.75062 4.39620
C -4.25325 0.43975 3.44189
O -1.13455 -0.35684 4.53220
C -1.10094 -0.68790 3.16048
H -5.26393 -2.18437 6.88040
H -5.66442 -1.74040 5.20554
H -4.15333 -2.61798 5.55878
H -5.23973 0.64973 3.86384
H -4.20077 -0.61085 3.14189
H -4.10553 1.06491 2.55822
H -1.40451 0.17525 2.56301
H -1.75783 -1.53653 2.95363
H -0.07824 -0.95739 2.88792

=====

Which of these has the lowest E_tot? C39H85BrFINO27P7

=====

Which value of E_tot does entry 2 give? -62454.65815 eV

=====

What is the E_tot in the second record? -62454.65815 eV

=====

Which formula does entry 1 have? C39H80F21N4O25PS7